# 1
This record from the OMol25 dataset describes C5H12O2 in the gas phase. The level of theory is ωB97M-V/def2-TZVPD.

XYZ file:
```
19
Properties=species:S:1:pos:R:3:forces:R:3:lowdin_charge:R:1
H 1.3956 0.7579 -1.5932 -0.041 -0.117 0.088 0.122
H 0.6863 -1.6773 -1.8524 0.090 0.015 0.143 0.118
H 0.2372 2.1981 0.8162 -0.066 -0.035 -0.103 0.093
O -0.4368 -0.4031 0.9092 0.079 -0.026 0.021 -0.190
H -0.9513 0.0612 -1.0390 0.089 0.026 0.114 0.152
C 1.4557 -1.3458 -1.1319 0.028 0.240 -0.361 -0.270
H -2.3941 0.3358 0.9740 0.102 -0.130 0.040 0.081
H 1.8795 0.3819 0.0675 -0.067 0.004 -0.105 0.132
H -0.1835 2.4537 -0.8923 -0.036 -0.095 0.126 0.085
O 1.5361 -2.2164 -0.0276 -0.210 -0.052 0.200 -0.067
H -2.1708 -1.3364 1.5251 0.097 0.107 -0.014 0.090
H -1.6170 0.0202 2.5398 -0.038 -0.048 -0.159 0.093
C -0.4280 1.8782 0.0070 -0.020 0.044 0.038 -0.048
H -1.4569 2.1274 0.2848 0.164 -0.047 -0.024 0.069
C 1.1861 0.1042 -0.7370 0.016 0.026 0.025 -0.143
C -1.7168 -0.3392 1.5089 -0.224 0.025 0.083 -0.088
H 0.7942 -1.9837 0.5507 0.126 -0.053 -0.008 0.068
C -0.2366 0.3881 -0.2624 0.052 0.125 -0.181 -0.414
H 2.4211 -1.4049 -1.6475 -0.142 -0.008 0.077 0.116
```
Forces are in eV/Å.

Summary:
orbital gap: 10.876 eV
ΔE to the lowest compared entry with this formula, charge and spin: 109.7 kJ/mol
SMILES: CO[C@@H](C)CCO
charge: 0
LUMO: 0.97 eV

# 2
This record from the OMol25 dataset describes a molecular structure, C10H13NPZn. The level of theory is ωB97M-V/def2-TZVPD.

XYZ file:
```
26
Properties=species:S:1:pos:R:3:forces:R:3:lowdin_charge:R:1
H -2.4462 -1.4277 4.1424 0.259 0.054 -0.114 0.082
C 0.7647 -1.9632 -1.0517 -0.480 0.379 -0.633 -0.196
H 2.4905 -0.6132 -1.5738 -0.321 0.109 0.214 0.083
Zn 0.0824 0.2957 -0.0238 0.350 -1.510 0.064 0.168
C -1.5210 -0.9608 3.8005 -0.402 -0.060 -1.971 -0.145
H -0.7823 -0.4735 5.7798 0.058 0.001 -0.331 0.071
H 1.2525 0.7070 4.8609 -0.141 -0.177 -0.174 0.084
N -0.1730 -0.2326 1.9477 0.427 0.028 -2.386 -0.163
C 0.7231 0.2941 2.8226 0.503 0.474 2.305 -0.239
H 1.2649 -2.8120 -0.5855 -0.248 0.428 0.133 0.089
H -2.0216 -1.2235 1.7075 0.412 0.113 0.188 0.078
C -0.8182 -0.7010 -2.1781 0.781 0.125 0.066 -0.205
C -1.2832 -0.8530 2.4276 -1.280 -0.640 1.891 -0.221
C 0.4288 0.0014 -2.2670 -0.047 -1.174 0.004 -0.254
C 0.5297 0.2231 4.2024 0.899 0.624 -1.721 -0.144
H 1.5794 0.8424 2.4137 -0.277 -0.269 0.069 0.068
H -1.7325 -0.4260 -2.7001 0.196 0.050 0.327 0.082
H -1.0899 3.1567 -0.8061 0.195 0.066 0.387 -0.159
H -1.5670 2.5508 1.3250 -0.121 0.132 -0.082 -0.136
H 0.6539 0.8337 -2.9317 -0.163 -0.039 0.538 0.082
C -0.6086 -1.8951 -1.4286 0.801 0.024 0.000 -0.190
C -0.6032 -0.4196 4.7037 -0.260 -0.246 1.598 -0.191
C 1.4163 -0.7782 -1.5381 -0.739 -0.243 -0.381 -0.232
P -0.5725 2.4144 0.2991 -0.251 1.381 0.128 0.667
H 0.5457 3.1808 0.7811 -0.298 0.072 -0.222 -0.162
H -1.3500 -2.6721 -1.2532 0.148 0.296 0.104 0.083
```
Forces are in eV/Å.

Summary:
orbital gap (alpha / beta): 4.429 / 2.890 eV
charge: -1
LUMO (alpha / beta): 3.07 / 2.87 eV

# 3
This record from the OMol25 dataset describes C5H3N in the gas phase. The level of theory is ωB97M-V/def2-TZVPD.

XYZ file:
```
9
Properties=species:S:1:pos:R:3:forces:R:3:lowdin_charge:R:1
H -0.8057 -2.0551 0.4287 0.034 0.898 -1.084 0.105
C -0.4291 -1.0290 0.2488 0.444 1.007 3.014 -0.086
H -0.4397 -0.3366 -1.9025 0.435 0.999 1.760 0.141
C 0.8513 0.7248 -0.3652 -1.175 1.318 -2.324 -0.139
C 0.6946 0.9227 1.3694 -0.600 -2.511 0.146 -0.039
C -0.3898 0.0532 -0.8059 -0.726 -1.054 -2.918 -0.168
H -1.2444 0.7889 -0.6331 1.050 -0.816 -0.398 0.149
C 0.0690 -0.2892 1.2941 -1.278 -1.118 2.327 -0.095
N 1.6940 1.2204 0.3657 1.816 1.278 -0.523 0.133
```
Forces are in eV/Å.

Summary:
orbital gap (alpha / beta): 7.830 / 7.735 eV
ΔE to the lowest compared entry with this formula, charge and spin: 256.7 kJ/mol
multiplicity: 3
charge: 0
LUMO (alpha / beta): 0.53 / -1.45 eV